{"formula": "C20H40BNO16SSi", "method": "ωB97M-V/def2-TZVPD", "species": ["C", "C", "O", "O", "C", "C", "C", "Si", "C", "B", "O", "O", "N", "C", "O", "S", "C", "O", "O", "H", "H", "H", "H", "H", "H", "H", "H", "H", "H", "H", "H", "H", "H", "H", "H", "C", "C", "O", "C", "O", "O", "C", "H", "H", "H", "H", "H", "H", "H", "H", "C", "C", "O", "C", "O", "O", "C", "H", "H", "H", "H", "H", "H", "H", "H", "C", "C", "O", "C", "O", "O", "C", "H", "H", "H", "H", "H", "H", "H", "H"], "coordinates": [[-6.96863, -1.00107, -0.76040], [-5.77070, -1.94653, -1.30779], [-5.69430, -3.10057, -0.75655], [-4.84853, -1.51786, -2.34800], [-3.52912, -1.89586, -1.80119], [-2.29733, -1.23305, -2.62419], [-1.51997, -0.13502, -1.72911], [0.26578, -0.61246, -1.23059], [0.45279, -2.32400, -0.40137], [-0.52221, -2.59331, 0.86860], [-1.94598, -2.85015, 0.82474], [0.09575, -2.62817, 2.19908], [1.20792, -0.70430, -2.78658], [1.27473, 0.47767, -3.34095], [1.51234, 1.63643, -3.74256], [1.06187, 1.04933, -0.07563], [0.68756, 0.85465, 1.74836], [2.53626, 1.18039, -0.39019], [0.27508, 2.29638, -0.51339], [-7.35590, -1.40123, 0.25652], [-7.87290, -0.99687, -1.46483], [-6.62356, 0.08353, -0.55822], [-3.49665, -1.42641, -0.73960], [-3.35124, -3.02899, -1.79636], [-2.79129, -0.65410, -3.50463], [-1.57373, -1.99996, -3.07291], [-1.42344, 0.81816, -2.39215], [-2.09101, 0.20897, -0.78712], [1.54449, -2.37736, 0.00697], [0.38857, -3.18588, -1.17781], [-2.46838, -2.09467, 1.19821], [-0.63587, -2.75089, 2.86331], [1.05157, -0.19616, 2.03966], [1.32158, 1.62916, 2.30709], [-0.44452, 1.00702, 1.94735], [-12.26361, 3.42018, -0.52469], [-11.65690, 2.38160, 0.39987], [-10.25268, 2.23717, 0.15205], [-9.46772, 3.17934, 0.70413], [-9.83970, 4.10875, 1.38208], [-8.19437, 2.92249, 0.35056], [-7.25913, 3.89783, 0.80773], [-12.02909, 3.19028, -1.56773], [-13.34835, 3.45879, -0.40436], [-11.85891, 4.41459, -0.31978], [-12.11305, 1.40823, 0.20236], [-11.84589, 2.61824, 1.45124], [-7.35143, 4.06358, 1.88382], [-7.39984, 4.83322, 0.26097], [-6.25535, 3.52325, 0.60242], [5.04869, -1.74961, 0.25350], [4.69706, -2.44249, 1.55657], [5.07830, -3.82347, 1.51879], [6.38064, -4.07091, 1.74527], [7.23209, -3.24526, 1.98107], [6.57850, -5.39823, 1.64036], [7.94173, -5.79232, 1.78194], [4.62655, -2.29239, -0.59722], [4.66940, -0.72515, 0.24493], [6.13088, -1.71715, 0.10358], [3.61327, -2.41909, 1.70021], [5.14647, -1.93624, 2.41620], [8.37789, -5.39255, 2.70060], [8.51541, -5.46728, 0.91064], [7.97326, -6.88153, 1.83201], [5.72603, 2.73112, -0.94850], [6.49743, 3.47796, 0.12300], [7.40206, 2.59999, 0.80534], [8.55481, 2.34282, 0.16303], [8.88640, 2.78766, -0.91187], [9.26872, 1.48318, 0.91358], [10.48916, 1.06275, 0.30792], [5.23743, 1.84878, -0.52640], [4.96815, 3.37495, -1.39969], [6.39230, 2.37722, -1.73958], [5.80051, 3.85773, 0.87449], [7.02757, 4.34161, -0.28981], [11.09233, 1.91795, -0.00656], [10.27708, 0.40861, -0.54123], [11.05488, 0.49704, 1.04940]], "forces_ev_per_angstrom": [[0.31, 0.47, 0.08], [-0.93, -3.64, 1.87], [0.25, 5.18, -2.77], [-0.91, -0.97, 3.08], [2.01, 0.09, 0.21], [-1.27, 0.91, -0.17], [-0.22, 1.00, -0.47], [-1.12, -2.14, -2.15], [1.10, -0.76, 0.69], [-0.06, -0.49, 2.02], [1.53, 1.69, 0.05], [-2.20, 0.27, -1.92], [-0.61, 5.37, -1.33], [2.00, 2.16, 0.74], [-1.73, -7.09, 1.80], [1.17, 5.35, -0.45], [0.43, -0.56, 0.30], [-2.89, -1.09, 1.32], [1.38, -3.48, 1.11], [0.98, 0.30, -1.90], [1.54, 0.07, 0.78], [-0.50, -1.72, -0.69], [0.04, -1.24, -1.73], [-0.78, 1.74, 0.29], [0.97, -1.10, 1.40], [-1.20, 0.96, 0.76], [0.00, -1.44, 1.37], [0.58, -0.60, -1.50], [-1.73, 0.09, -0.69], [-0.14, 1.63, 1.06], [0.60, -1.20, -0.37], [1.12, 0.01, -0.89], [-0.69, 1.51, -0.29], [-0.98, -1.00, -1.01], [2.02, -0.26, -0.56], [0.19, 0.27, -0.09], [-0.69, 0.13, -0.02], [0.53, 0.16, 0.34], [-0.22, 0.12, -0.14], [0.27, -0.56, -0.33], [-0.48, -0.09, 0.17], [0.38, 0.29, 0.14], [-0.11, -0.11, 0.10], [0.08, -0.05, 0.00], [-0.08, -0.11, 0.10], [0.36, 0.00, -0.03], [0.22, 0.08, -0.14], [-0.13, 0.05, -0.19], [-0.05, -0.04, 0.19], [-0.24, -0.16, -0.12], [0.26, -0.05, -0.14], [-0.12, 0.66, -0.18], [0.43, -0.33, 0.31], [-0.02, 0.17, -0.19], [-0.47, -0.51, -0.06], [-0.20, 0.48, 0.12], [0.43, -0.21, 0.06], [-0.12, 0.08, 0.11], [-0.04, -0.07, 0.00], [-0.09, 0.05, 0.13], [0.11, -0.34, 0.03], [0.12, -0.20, -0.14], [-0.07, 0.09, -0.20], [0.00, 0.08, 0.18], [-0.29, 0.14, -0.06], [0.17, -0.27, -0.16], [-0.52, 0.28, -0.41], [0.68, -0.04, 0.00], [-0.24, -0.06, -0.12], [-0.10, -0.21, 0.63], [-0.29, 0.42, -0.17], [0.42, -0.17, -0.12], [-0.10, 0.21, 0.04], [0.02, -0.06, 0.09], [-0.01, 0.17, 0.06], [0.25, -0.22, 0.13], [0.12, -0.25, 0.03], [-0.20, -0.10, -0.08], [0.06, 0.19, -0.01], [-0.30, 0.09, 0.08]], "smiles": "CC(=O)OCCC[Si@@](CB(O)O)(N=C=O)S(C)(=O)=O.CCOC(=O)OC.CCOC(=O)OC.CCOC(=O)OC", "homo_ha": -0.380, "energy_ha": -2757.2532}

=====

{"formula": "C21H17FeNTe4", "method": "ωB97M-V/def2-TZVPD", "species": ["Fe", "Te", "Te", "Te", "Te", "C", "C", "C", "C", "C", "C", "C", "C", "C", "C", "C", "C", "C", "C", "C", "H", "H", "H", "H", "H", "H", "H", "H", "H", "H", "C", "C", "C", "C", "N", "C", "C", "H", "H", "H", "H", "H", "H", "H"], "coordinates": [[-0.31344, -2.89571, -1.90483], [-3.14362, -3.03650, -1.47050], [-1.89869, -4.41832, -3.41799], [1.01658, -5.05383, -2.85439], [2.47872, -2.87102, -2.30792], [-0.28366, -0.90280, -1.97329], [-0.21335, 0.28044, -1.63476], [-0.11421, 1.60930, -1.25359], [0.38411, 1.86946, 0.10209], [-0.02430, 2.97623, 0.86111], [0.41792, 3.15273, 2.16194], [1.27774, 2.22958, 2.74725], [1.68071, 1.12115, 2.01257], [1.23959, 0.94263, 0.71201], [-0.52728, 2.65976, -2.17941], [-0.02885, 3.97086, -2.10493], [-0.41908, 4.93780, -3.01505], [-1.31711, 4.62963, -4.03075], [-1.80589, 3.33215, -4.12805], [-1.41529, 2.36197, -3.22249], [-0.72091, 3.68442, 0.43262], [0.07781, 4.01122, 2.72856], [1.62411, 2.36993, 3.76352], [2.34751, 0.39011, 2.45439], [1.55349, 0.07505, 0.14257], [0.69555, 4.22033, -1.34094], [-0.01036, 5.93838, -2.93930], [-1.62487, 5.38520, -4.74243], [-2.50010, 3.07662, -4.91925], [-1.79635, 1.35152, -3.30469], [0.51806, -3.48308, 4.46342], [0.31283, -3.40810, 2.97734], [-0.13111, -2.24506, 2.36244], [-0.32590, -2.22029, 0.99424], [-0.07917, -3.27786, 0.21245], [0.35357, -4.39525, 0.79429], [0.55092, -4.50378, 2.15783], [0.47587, -2.49267, 4.91447], [1.48265, -3.93294, 4.70133], [-0.25512, -4.09991, 4.92552], [-0.32388, -1.34775, 2.93730], [-0.67593, -1.32939, 0.48913], [0.55736, -5.22198, 0.12466], [0.90341, -5.44024, 2.57152]], "forces_ev_per_angstrom": [[0.06, -0.16, 0.12], [-0.09, -0.07, 0.04], [0.25, -0.06, -0.11], [-0.33, -0.10, -0.06], [0.11, 0.02, -0.02], [-0.01, 0.27, 0.06], [-0.03, 0.02, -0.31], [0.02, 0.06, 0.18], [-0.10, 0.07, -0.11], [0.02, 0.01, -0.01], [0.03, -0.04, 0.01], [-0.04, 0.04, -0.01], [-0.01, 0.01, -0.03], [0.10, -0.09, 0.07], [0.05, 0.04, 0.07], [0.01, -0.06, 0.05], [-0.04, 0.01, -0.06], [0.04, -0.02, 0.05], [0.01, 0.02, 0.00], [-0.08, -0.04, -0.06], [0.00, 0.01, 0.00], [0.00, 0.00, 0.00], [0.00, 0.01, 0.00], [0.00, -0.01, -0.01], [0.01, 0.01, 0.01], [0.00, 0.01, 0.00], [0.00, 0.00, 0.01], [0.01, 0.01, 0.01], [0.00, -0.02, 0.01], [0.01, 0.00, 0.01], [0.00, 0.00, -0.02], [-0.01, 0.03, -0.01], [-0.02, 0.05, 0.01], [0.03, -0.12, -0.01], [-0.02, 0.21, 0.23], [0.04, -0.09, -0.09], [0.01, -0.01, -0.02], [0.00, 0.00, 0.01], [0.00, 0.00, 0.00], [-0.01, 0.00, 0.00], [0.00, -0.01, 0.00], [-0.02, 0.00, 0.00], [0.00, -0.01, 0.02], [0.00, -0.01, -0.01]], "multiplicity": 6, "homo_ha": [-0.134, -0.139], "charge": -1, "energy_ha": -3201.0172}

=====

{"formula": "C6H8N4", "method": "ωB97M-V/def2-TZVPD", "species": ["C", "C", "C", "C", "C", "C", "N", "N", "N", "N", "H", "H", "H", "H", "H", "H", "H", "H"], "coordinates": [[2.98900, -0.16056, -0.39580], [1.09540, 0.66169, 0.48402], [1.01946, -0.79295, 0.28923], [0.03353, 1.50477, 0.22272], [-1.24736, 0.91347, -0.05798], [-2.68972, -0.92442, -0.17943], [2.20085, -1.20008, -0.32025], [2.41096, 1.03523, 0.04821], [0.08946, -1.66470, 0.33143], [-1.56968, -0.22125, 0.49142], [4.02259, 0.01060, -0.71330], [0.04413, 2.57845, -0.09755], [-1.67875, 1.47518, -0.83901], [-3.41477, -0.97897, 0.58951], [-3.26943, -0.46274, -1.04420], [-2.33435, -2.01843, -0.46728], [2.82414, 1.77288, 0.56607], [-0.52546, -1.52817, 1.09221]], "forces_ev_per_angstrom": [[-0.58, 0.98, 1.10], [-0.45, 1.21, -1.36], [0.49, -0.36, -0.56], [-0.49, 0.13, 0.20], [1.72, -0.94, 2.45], [0.32, -1.60, -0.79], [2.47, 1.31, -1.20], [-1.64, -1.66, 0.57], [1.10, -1.29, 0.44], [-2.15, 2.09, -2.51], [-0.32, -1.12, -0.12], [0.95, -1.12, 0.38], [-1.46, -0.01, -1.15], [-1.01, -0.65, 0.79], [1.41, -0.15, 0.68], [-0.81, 2.37, 0.58], [0.99, 0.50, -0.01], [-0.54, 0.29, 0.49]], "smiles": "[H]/N=C1/N=CN/C1=C/C=N/C", "homo_ha": [-0.309, -0.309], "energy_ha": -452.3267}

=====

{"formula": "C35H30N11O6SbSe4Ti", "method": "ωB97M-V/def2-TZVPD", "species": ["Ti", "O", "C", "C", "C", "C", "C", "C", "C", "O", "N", "O", "O", "H", "H", "H", "H", "Se", "Sb", "Se", "Se", "Se", "C", "C", "O", "N", "C", "C", "C", "C", "C", "C", "N", "H", "H", "H", "H", "H", "H", "H", "H", "H", "H", "C", "N", "C", "N", "C", "N", "C", "C", "C", "C", "C", "C", "C", "N", "N", "C", "O", "C", "C", "C", "C", "C", "C", "N", "C", "N", "C", "N", "C", "H", "H", "H", "H", "H", "H", "H", "H", "H", "H", "H", "H", "H", "H", "H", "H"], "coordinates": [[0.06629, -0.67296, 0.02978], [0.62469, 0.25376, -1.57962], [0.02265, 0.35448, -2.72884], [-1.26797, -0.15159, -3.00967], [-1.83590, 0.05469, -4.27991], [-3.08999, -0.42641, -4.56039], [-3.84112, -1.14053, -3.62059], [-3.30203, -1.35551, -2.37331], [-2.03035, -0.86972, -2.03478], [-1.56501, -1.06642, -0.82748], [-3.65806, -0.17935, -5.88466], [-2.99471, 0.45082, -6.69086], [-4.77211, -0.61325, -6.11965], [0.56601, 0.87145, -3.52029], [-1.28979, 0.59687, -5.03949], [-4.82027, -1.50808, -3.88597], [-3.84444, -1.90782, -1.61755], [1.74878, -2.16877, 5.61021], [-0.32051, -3.22950, 5.04519], [0.73734, -3.06128, -0.64827], [0.11420, -2.68556, 1.57154], [-2.17778, -1.72658, 5.49406], [0.62072, 1.03769, 4.04070], [-0.21304, 0.62933, 2.87369], [0.29476, 0.52773, 1.72489], [-1.49320, 0.40003, 3.09426], [-2.44529, 0.06511, 2.04618], [-2.62294, 1.21953, 1.08814], [-3.68752, 2.10055, 1.22929], [-3.80570, 3.16606, 0.35380], [-2.85846, 3.31692, -0.64456], [-1.83102, 2.39069, -0.71559], [-1.70701, 1.37144, 0.12746], [0.77707, 0.17053, 4.69319], [0.11748, 1.81907, 4.60726], [1.58557, 1.39516, 3.68901], [-1.76465, 0.19325, 4.05768], [-3.38669, -0.15649, 2.54495], [-2.14629, -0.84401, 1.51853], [-4.40509, 1.94773, 2.02475], [-4.62508, 3.86718, 0.44804], [-2.90881, 4.13119, -1.35448], [-1.06856, 2.46090, -1.48528], [5.59911, -1.57706, -0.65117], [4.37881, -1.11175, -0.03722], [3.20908, -0.82003, -0.59989], [2.33532, -0.51315, 0.33523], [3.04079, -0.64005, 1.49510], [4.29006, -0.98933, 1.31362], [6.65099, -0.50384, -0.81834], [7.94789, -0.87208, -1.16215], [8.92995, 0.08870, -1.34686], [8.63039, 1.43271, -1.19113], [7.33648, 1.80267, -0.84609], [6.35080, 0.83714, -0.65609], [7.00547, 3.21607, -0.68037], [7.78544, 4.23577, -0.59380], [6.96271, 5.34923, -0.45742], [5.75282, 4.91193, -0.48462], [5.69628, 3.56531, -0.62487], [4.49767, 5.65323, -0.39006], [4.51269, 7.01377, -0.10487], [3.31511, 7.70720, -0.02638], [2.10949, 7.05287, -0.23345], [2.09187, 5.69238, -0.52310], [0.78584, 4.96207, -0.71604], [0.07539, 4.77625, 0.53359], [0.15690, 3.76239, 1.40460], [-0.60550, 4.00004, 2.45227], [-1.13589, 5.21395, 2.16228], [-0.75106, 5.72975, 1.01300], [3.28766, 4.99715, -0.59722], [5.33431, -1.99645, -1.62345], [5.98149, -2.38935, -0.03436], [3.00325, -0.87190, -1.65548], [2.60614, -0.51612, 2.47313], [8.19156, -1.92175, -1.28209], [9.93480, -0.21199, -1.61271], [9.38256, 2.19724, -1.33014], [5.35233, 1.13838, -0.36880], [5.45988, 7.51107, 0.05420], [3.32135, 8.76531, 0.19967], [1.17340, 7.59270, -0.15847], [0.96513, 3.97425, -1.14219], [0.11934, 5.50982, -1.38078], [0.73450, 2.86657, 1.23104], [-1.82678, 5.72856, 2.81050], [3.28237, 3.93659, -0.81839]], "forces_ev_per_angstrom": [[0.19, -0.57, 0.03], [0.01, 0.04, -0.11], [-0.02, -0.02, 0.05], [-0.02, -0.02, 0.04], [-0.01, -0.01, 0.00], [0.01, 0.01, -0.03], [0.01, 0.00, 0.03], [-0.04, -0.01, -0.03], [0.15, 0.03, 0.12], [-0.19, -0.05, -0.09], [-0.01, 0.00, -0.02], [0.00, -0.01, 0.02], [0.01, 0.00, 0.02], [0.00, 0.00, -0.01], [0.00, 0.00, 0.00], [0.00, 0.00, 0.00], [0.00, 0.00, 0.00], [0.00, -0.01, -0.02], [-0.06, 0.03, 0.13], [-0.01, 0.13, -0.04], [0.01, 0.37, -0.35], [0.02, -0.04, 0.02], [0.00, 0.02, 0.02], [-0.01, 0.03, -0.08], [-0.01, 0.00, 0.14], [0.03, 0.03, -0.01], [-0.02, -0.01, -0.01], [-0.04, 0.00, 0.02], [0.00, 0.00, 0.01], [0.00, 0.00, 0.00], [0.01, 0.01, -0.02], [0.01, 0.01, 0.01], [0.04, 0.07, 0.03], [0.00, 0.00, -0.01], [0.01, 0.00, -0.01], [0.01, 0.00, 0.01], [-0.01, 0.00, 0.02], [0.00, -0.01, 0.01], [0.01, 0.01, 0.00], [0.00, 0.00, 0.00], [0.00, 0.00, 0.00], [0.00, 0.00, 0.00], [-0.01, 0.00, 0.00], [-0.02, 0.05, -0.05], [0.03, 0.03, 0.07], [-0.05, -0.09, -0.01], [-0.05, 0.11, 0.17], [0.02, -0.03, -0.06], [-0.01, -0.05, -0.04], [0.03, -0.02, 0.02], [-0.02, -0.01, 0.00], [0.00, 0.02, 0.00], [0.02, -0.01, 0.01], [-0.02, 0.02, 0.03], [0.01, 0.02, -0.03], [-0.04, -0.03, -0.10], [0.01, 0.03, 0.07], [0.04, -0.01, -0.07], [-0.03, 0.00, 0.06], [0.00, 0.01, 0.04], [0.01, -0.02, -0.04], [-0.01, 0.01, 0.00], [0.01, -0.01, 0.00], [0.01, 0.01, 0.00], [-0.01, 0.02, 0.01], [0.03, -0.05, 0.00], [0.03, 0.05, 0.00], [-0.08, -0.06, 0.03], [-0.02, 0.00, 0.01], [0.00, 0.01, 0.00], [0.00, -0.04, 0.01], [0.00, -0.01, -0.02], [-0.01, 0.00, 0.00], [0.00, 0.00, 0.01], [0.01, -0.01, 0.00], [0.00, 0.01, -0.01], [0.00, 0.00, 0.00], [0.00, 0.00, 0.00], [0.00, 0.00, 0.00], [0.00, 0.01, 0.00], [0.00, 0.00, 0.00], [0.00, 0.00, 0.00], [0.00, -0.01, 0.00], [-0.01, 0.00, -0.01], [0.00, 0.01, 0.00], [0.03, 0.01, -0.03], [0.01, 0.00, -0.01], [0.00, 0.00, 0.00]], "multiplicity": 2, "homo_ha": [-0.156, -0.163], "charge": -1, "energy_ha": -13101.1733}